1.
The following is a DFT calculation (ωB97M-V/def2-TZVPD) of C50H46N12O2P2Se2V as an isolated structure.

Gap between HOMO and LUMO (alpha / beta), eV: 6.29 / 6.68
Net charge: 0
Multiplicity: 4
Electronic energy, eV: -249535.53689
HOMO (alpha / beta), eV: -6.0 / -7.5

Geometry as XYZ:
```
115
Properties=species:S:1:pos:R:3:forces:R:3:mulliken_charge:R:1
V -1.3046 -1.0490 1.2407 -1.092 0.785 -0.772 0.028
C -0.6916 0.1919 5.2663 -0.047 0.048 0.042 -0.937
C 0.2548 -0.7300 5.7073 -0.040 -0.020 -0.190 -0.483
C 0.4231 -1.8926 4.9961 0.010 -0.054 -0.101 -0.821
C -0.3300 -2.1021 3.8301 -0.077 0.373 0.699 0.560
N -1.1819 -1.1719 3.3567 0.189 -0.198 0.530 0.081
C -1.3721 -0.0684 4.0999 -0.047 -0.018 0.394 -0.069
N -0.2282 -3.3222 3.2249 0.784 -0.518 -0.223 0.407
C -1.0297 -3.7610 2.2071 -0.253 -0.635 -0.016 -0.619
N -1.6677 -2.9165 1.3826 -0.061 -1.556 0.019 0.464
C -2.4599 -3.6418 0.5240 -0.291 0.135 -0.199 -0.422
N -3.3247 -3.1347 -0.3248 0.155 -0.186 -0.123 -0.573
C -3.7267 -1.8485 -0.2393 -0.174 -0.041 0.372 0.336
C -4.7184 -1.4360 -1.1609 -0.014 0.165 -0.004 -0.673
C -5.3907 -0.2606 -0.9708 0.120 -0.177 0.034 -0.177
C -5.0933 0.5071 0.1643 0.028 0.060 0.096 -0.939
C -4.0572 0.1085 0.9671 -0.274 0.185 0.070 -0.211
N -3.3103 -0.9962 0.7549 -1.052 -0.181 -0.715 0.352
C -2.2664 -5.0444 0.8042 0.370 0.042 0.375 0.032
C -2.8278 -6.2015 0.2771 -0.011 -0.076 -0.076 -0.331
C -2.5144 -7.4106 0.8676 -0.087 0.038 -0.085 -0.615
C -1.6848 -7.4761 1.9986 0.092 0.071 0.059 -0.683
C -1.1133 -6.3390 2.5297 0.087 -0.008 0.081 -0.571
C -1.3788 -5.1122 1.9112 -0.228 0.048 -0.244 0.398
H -0.8827 1.1027 5.8135 -0.025 0.027 -0.051 0.474
H 0.8337 -0.5355 6.6000 0.004 -0.069 0.026 0.433
H 1.0975 -2.6775 5.3133 0.047 0.061 0.077 0.512
H -2.0905 0.6374 3.7193 0.046 0.052 -0.070 0.357
H -4.9244 -2.1013 -1.9862 -0.048 -0.031 0.017 0.528
H -6.1628 0.0553 -1.6602 0.016 -0.005 -0.037 0.458
H -5.6386 1.4110 0.3933 0.030 0.016 0.040 0.491
H -3.7907 0.7032 1.8313 0.107 0.044 -0.080 0.304
H -3.4927 -6.1517 -0.5748 -0.026 0.042 0.011 0.528
H -2.9332 -8.3258 0.4701 -0.018 0.004 -0.002 0.402
H -1.5092 -8.4372 2.4649 0.043 0.022 0.007 0.407
H -0.5054 -6.3900 3.4253 0.064 -0.050 -0.044 0.448
N 1.9739 -2.8740 0.3269 0.104 0.015 0.117 -0.226
C 2.6058 -1.9376 1.2508 -0.262 0.230 -0.323 0.735
C 4.0374 -1.4719 0.9077 0.216 -0.244 0.074 -0.515
C 5.1085 -2.5042 0.5024 -0.420 -0.125 0.378 -0.606
C 5.8572 -3.2245 1.6374 -0.093 0.003 -0.217 -1.203
N 5.0932 -4.0963 2.5188 -0.052 0.449 -0.090 -0.153
C 4.4260 -5.2025 2.0727 -0.404 -0.521 0.150 0.545
N 3.4243 -5.6674 2.7281 -0.166 0.351 0.179 -0.738
N 4.9004 -5.7585 0.9049 0.224 0.032 -0.377 -0.379
C 1.7197 -0.6498 1.2988 0.692 0.041 -0.122 -0.324
O 2.2408 0.4492 1.2260 -0.253 -0.028 0.097 -0.779
O 0.4460 -0.8317 1.3846 2.576 -0.383 0.537 0.548
H 2.4270 -3.7786 0.3337 0.081 -0.009 0.037 0.222
H 1.9858 -2.5076 -0.6192 -0.051 -0.053 -0.003 0.223
H 2.5615 -2.3935 2.2442 0.055 -0.020 0.066 -0.025
H 4.4031 -0.8912 1.7594 0.027 0.134 -0.100 0.345
H 3.9320 -0.7716 0.0766 0.052 0.036 0.068 0.094
H 5.8725 -1.9681 -0.0658 0.007 -0.044 -0.051 0.414
H 4.6743 -3.2457 -0.1700 0.011 -0.040 -0.090 0.294
H 6.3404 -2.4791 2.2692 0.061 -0.051 0.051 0.454
H 6.6532 -3.8319 1.1959 0.140 0.210 0.016 0.357
H 4.6251 -3.6501 3.2906 -0.061 -0.078 0.014 0.280
H 0.5608 -3.9269 3.4874 -0.663 0.454 -0.085 0.329
H 3.0854 -6.5330 2.3212 0.005 0.020 0.012 0.163
H 5.8591 -5.5910 0.6490 -0.016 -0.042 0.018 0.171
H 4.5695 -6.6855 0.6983 0.033 0.033 0.043 0.224
Se -2.8618 5.8216 0.2982 -0.163 0.057 0.069 -0.321
P -1.1412 4.8104 -0.3451 0.285 0.187 -0.387 0.262
C 0.4062 5.3766 0.4315 -0.156 0.010 -0.069 0.471
C 1.5406 5.6564 -0.3233 -0.040 -0.105 0.045 -0.137
C 2.6926 6.1009 0.3090 0.087 -0.006 -0.007 -0.743
C 2.7157 6.2541 1.6864 0.023 0.012 -0.016 -0.456
C 1.5814 5.9765 2.4376 -0.043 -0.025 0.018 -0.791
C 0.4232 5.5448 1.8136 0.041 0.006 -0.003 -0.346
C -0.8835 5.1251 -2.1180 -0.166 -0.070 0.125 -0.408
C -0.9615 6.4627 -2.5093 0.036 0.019 -0.005 -0.702
C -0.8714 6.8006 -3.8474 0.032 0.024 0.061 -0.784
C -0.7015 5.8082 -4.8056 -0.015 -0.046 -0.058 -0.674
C -0.6124 4.4821 -4.4193 0.015 -0.048 -0.077 -0.613
C -0.7080 4.1446 -3.0771 0.039 0.191 0.128 0.976
C -1.2010 3.0522 0.1278 -0.096 -0.348 0.182 0.285
C -1.1438 1.6979 -0.2394 0.012 0.111 0.105 -0.111
N -1.3859 0.9946 0.9008 -0.016 0.953 -0.439 1.173
N -1.5686 1.8430 1.8855 0.043 0.133 0.091 -1.216
N -1.4644 3.0656 1.4542 0.012 -0.114 0.106 -0.487
P -0.9136 0.7379 -1.7282 -0.091 0.127 -0.302 1.052
Se -0.7204 -1.3614 -1.3976 -0.049 0.065 0.129 -0.266
C 0.6233 1.2842 -2.5247 -0.096 -0.165 0.047 0.453
C 0.7679 1.2643 -3.9089 -0.027 -0.022 0.109 -0.154
C 2.0139 1.4944 -4.4680 -0.032 -0.032 -0.066 -0.712
C 3.1108 1.7300 -3.6501 0.029 -0.010 -0.015 -0.736
C 2.9616 1.7481 -2.2708 0.019 0.014 0.010 -0.974
C 1.7168 1.5312 -1.7011 -0.031 0.071 0.007 -0.760
C -2.3391 1.0768 -2.8047 0.196 0.001 0.102 1.354
C -3.2245 2.1192 -2.5493 0.078 0.001 -0.015 0.100
C -4.2832 2.3463 -3.4150 -0.041 0.016 0.003 -0.902
C -4.4555 1.5418 -4.5314 -0.044 0.024 0.026 -0.735
C -3.5905 0.4818 -4.7699 0.031 -0.031 -0.037 -0.767
C -2.5415 0.2381 -3.8996 0.007 0.063 0.033 -0.937
H 1.5293 5.5212 -1.3972 0.018 0.030 -0.002 0.360
H 3.5742 6.3249 -0.2778 0.006 -0.009 0.001 0.406
H 3.6204 6.5901 2.1767 -0.002 0.018 0.001 0.398
H 1.5994 6.0960 3.5131 0.000 0.008 0.003 0.392
H -0.4719 5.3231 2.3795 0.008 0.036 0.034 0.439
H -1.1086 7.2237 -1.7535 -0.058 0.039 -0.049 0.440
H -0.9453 7.8381 -4.1457 0.017 0.006 0.001 0.408
H -0.6471 6.0707 -5.8543 0.020 0.008 -0.003 0.391
H -0.4729 3.7023 -5.1577 -0.012 0.008 -0.010 0.439
H -0.6359 3.1186 -2.7748 -0.024 0.013 -0.067 0.023
H -0.0948 1.0806 -4.5376 0.044 -0.019 -0.059 0.454
H 2.1299 1.4736 -5.5439 0.012 0.034 -0.003 0.463
H 4.0852 1.8934 -4.0924 0.004 0.012 0.003 0.421
H 3.8148 1.9138 -1.6259 0.004 0.058 -0.005 0.579
H 1.6107 1.5371 -0.6226 0.008 -0.033 0.013 0.482
H -3.0975 2.7551 -1.6820 -0.026 0.002 0.000 0.327
H -4.9705 3.1568 -3.2109 0.008 0.017 -0.016 0.527
H -5.2729 1.7372 -5.2135 -0.014 -0.024 0.002 0.415
H -3.7346 -0.1571 -5.6313 -0.020 -0.013 0.008 0.438
H -1.8822 -0.6097 -4.0426 -0.043 -0.021 -0.071 0.478
```
Forces are in eV/Å.

2.
The following is a DFT calculation (ωB97M-V/def2-TZVPD) of an isolated ion of composition C3H10N5 and charge +1.

Gap between HOMO and LUMO (alpha / beta), eV: 8.21 / 8.20
Relative energy (zero: lowest compared OMol25 entry of this formula, charge and spin), kJ/mol: 633.4
Structure (SMILES): C[C@@H]1N=[NH+]NNN1C
Net charge: +1
Multiplicity: 1
Electronic energy, eV: -10710.85779
HOMO (alpha / beta), eV: -13.4 / -13.4

Geometry as XYZ:
```
18
Properties=species:S:1:pos:R:3:forces:R:3:mulliken_charge:R:1
C 0.4152 -0.6605 0.0503 -0.981 -1.166 2.353 0.648
C -0.3187 -1.7398 0.7760 0.509 -0.309 1.534 -1.421
C -1.8973 0.6054 -0.1094 0.774 -0.139 1.984 -0.991
N 1.5861 1.5192 -0.4496 3.959 5.202 -1.381 -0.091
N 0.2784 1.4033 -0.7400 -1.434 0.823 -0.672 -0.289
N 2.3123 0.7250 0.2864 -3.558 -3.859 -0.058 0.171
N -0.4111 0.5046 0.1630 0.498 1.572 -2.958 -0.068
N 1.7032 -0.3228 0.6748 2.616 -1.146 0.184 -0.434
H 0.6118 -1.1514 -0.8764 0.470 0.714 -1.657 0.253
H -1.3101 -1.6705 0.3925 -0.857 -0.348 -0.085 0.418
H -0.3150 -1.4724 1.8278 -0.307 -0.218 0.277 0.369
H 0.0209 -2.7653 0.6745 0.376 0.121 -0.214 0.351
H -1.9962 1.6907 -0.1778 -0.443 -0.254 -0.649 0.403
H -2.3255 -0.0150 -0.9263 0.478 0.601 0.397 0.341
H -2.3648 0.3871 0.8920 0.214 -0.206 -1.252 0.395
H 1.9902 2.4821 -0.6568 -0.557 -1.734 0.547 0.287
H 0.2289 1.3503 -1.7969 -0.606 -0.835 1.448 0.313
H 3.3616 0.6667 0.3611 -1.151 1.180 0.202 0.345
```
Forces are in eV/Å.